No. 1
The following is a DFT calculation (the ωB97M-V functional and the def2-TZVPD basis) of a molecular structure, C6H12N2.

```
20
Properties=species:S:1:pos:R:3:lowdin_charge:R:1
C -2.29438 -0.22670 -0.46624 -0.093
C -1.05809 1.31874 1.03046 -0.089
C 2.65985 0.71616 -1.21938 -0.187
N -1.09065 0.06248 0.29852 -0.228
C 0.02240 -1.09979 0.56656 -0.172
C 0.72344 -0.28647 -0.42193 -0.246
C 0.26651 -2.10339 1.37251 0.085
N 1.96995 0.04383 -0.13489 -0.010
H 0.36449 -0.27775 -1.46774 0.131
H -2.03916 -0.72909 -1.40383 0.076
H -2.96554 -0.88114 0.09864 0.078
H -2.86194 0.67069 -0.74209 0.082
H -0.06315 1.76771 0.98005 0.075
H -1.74643 2.06784 0.62151 0.083
H -1.32596 1.17496 2.08190 0.078
H 3.18459 1.62330 -0.88333 0.063
H 2.05877 1.07751 -2.06830 0.064
H 3.44469 0.10286 -1.67330 0.066
H 1.26466 -2.53158 1.41234 0.077
H -0.51403 -2.49014 2.01853 0.066
```

Frontier orbital gap in eV: 8.9
Strongest force on any atom in eV Å⁻¹: 5.47
HOMO in eV: -7.97
Multiplicity: 1
Relative energy (zero: lowest compared OMol25 entry of this formula, charge and spin) in kcal per mole: 94.3

***

No. 2
The following is a DFT calculation (the ωB97M-V functional and the def2-TZVPD basis) of 13 unconnected molecules or ions with the total composition C39H104O39S13.

```
195
Properties=species:S:1:pos:R:3:lowdin_charge:R:1
O -4.11258 2.93245 0.00152 -0.314
S -5.32541 2.24873 0.47564 0.637
O -5.69343 2.15637 1.84806 -0.273
O -6.49350 3.15091 -0.28584 -0.298
C -7.88089 2.90920 0.16788 -0.239
C -8.49411 4.22637 -0.08212 -0.090
C -5.36415 0.69273 -0.36756 -0.090
H -7.89989 2.79299 1.24481 0.108
H -8.32897 2.06169 -0.37320 0.134
H -9.55505 4.31510 0.21799 0.095
H -8.47601 4.44609 -1.13620 0.066
H -8.01950 5.06667 0.41587 0.090
H -5.45019 1.00775 -1.41887 0.060
H -6.31220 0.26790 -0.07385 0.075
H -4.42756 0.18084 -0.25873 0.041
O 3.19605 7.21008 -3.72586 -0.265
S 3.63713 5.90082 -4.13253 0.596
O 4.76827 5.25336 -3.47305 -0.301
O 2.45058 4.84035 -4.09489 -0.267
C 2.56501 3.49417 -3.58745 -0.260
C 2.93765 2.58328 -4.69620 -0.072
C 4.00769 5.92600 -5.84005 -0.114
H 1.57641 3.25704 -3.21748 0.091
H 3.32682 3.49890 -2.79736 0.118
H 2.09094 2.50640 -5.38005 0.085
H 3.09740 1.54539 -4.31277 0.087
H 3.83733 2.69939 -5.30302 0.081
H 4.91826 6.50143 -5.90497 0.079
H 3.19083 6.31493 -6.39965 0.071
H 4.20802 4.92906 -6.17137 0.056
O -3.95278 6.30002 6.82629 -0.304
S -4.19339 4.87854 6.60894 0.616
O -5.55092 4.37113 6.45493 -0.295
O -3.39437 4.50450 5.26123 -0.263
C -3.53568 3.20755 4.60975 -0.265
C -3.12202 3.38500 3.19651 -0.100
C -3.33765 4.02806 7.92929 -0.112
H -4.61507 3.01176 4.54968 0.118
H -2.99729 2.36498 5.06771 0.117
H -3.23895 2.41468 2.70920 0.068
H -2.10552 3.77887 3.20136 0.066
H -3.75663 4.13265 2.67086 0.099
H -3.90750 4.13570 8.84138 0.073
H -2.26871 4.28581 7.96086 0.073
H -3.41707 3.01186 7.53323 0.058
O 2.63865 -4.15108 -0.84737 -0.292
S 2.66867 -5.43379 -1.50646 0.562
O 3.80620 -6.29844 -1.36269 -0.267
O 1.35786 -6.17414 -0.99986 -0.266
C 1.22956 -7.61964 -1.00915 -0.215
C -0.12162 -7.91999 -1.62178 -0.056
C 2.45215 -5.18719 -3.21587 -0.115
H 1.36559 -8.03192 -0.00250 0.126
H 2.00161 -8.01478 -1.70482 0.121
H -0.93957 -7.78248 -0.94353 0.063
H -0.28496 -8.92021 -2.02420 0.088
H -0.32626 -7.21402 -2.39020 0.070
H 2.52768 -6.22468 -3.51241 0.078
H 3.27249 -4.63842 -3.62623 0.041
H 1.51565 -4.68567 -3.42629 0.080
O 1.24228 -3.87656 4.41179 -0.280
S 2.35880 -3.62430 3.54088 0.577
O 3.56811 -2.95092 3.87580 -0.267
O 2.67917 -5.07749 3.03127 -0.248
C 3.92565 -5.33137 2.38151 -0.245
C 4.02891 -6.84729 2.53578 -0.060
C 1.62922 -2.87913 2.10369 -0.114
H 4.78947 -4.88849 2.83184 0.108
H 3.84696 -5.15042 1.31681 0.085
H 4.90013 -7.40719 2.23149 0.073
H 3.14440 -7.28314 2.02362 0.079
H 3.96712 -7.25290 3.54454 0.077
H 1.07433 -2.00079 2.40532 0.039
H 0.87352 -3.53201 1.70545 0.070
H 2.44108 -2.68208 1.43288 0.051
O 2.75335 -3.87035 -5.85635 -0.289
S 2.97342 -2.46341 -5.57515 0.633
O 2.82060 -2.03826 -4.18552 -0.303
O 4.49299 -2.03465 -5.99725 -0.280
C 5.30628 -3.02559 -6.71919 -0.247
C 6.63520 -2.34691 -6.73822 -0.075
C 2.03563 -1.39119 -6.64092 -0.107
H 4.88723 -3.18609 -7.69729 0.118
H 5.34022 -3.92717 -6.11803 0.117
H 7.37610 -2.83992 -7.39585 0.095
H 6.98364 -2.19377 -5.69780 0.095
H 6.47027 -1.37789 -7.21933 0.081
H 2.34924 -0.35793 -6.49695 0.064
H 0.95707 -1.52436 -6.59913 0.084
H 2.42658 -1.63040 -7.63746 0.074
O 1.28849 -0.01702 4.14468 -0.280
S 0.73393 1.30522 3.88953 0.678
O -0.70867 1.57907 3.71518 -0.321
O 1.16683 2.20635 5.19810 -0.255
C 0.63359 3.54233 5.22480 -0.277
C 0.95798 4.00919 6.63750 -0.062
C 1.73133 1.95594 2.55701 -0.107
H -0.43626 3.50327 5.07845 0.089
H 1.07112 4.20016 4.44411 0.117
H 0.68422 5.04596 6.79492 0.075
H 2.02424 4.00845 6.88271 0.081
H 0.45288 3.28045 7.30481 0.092
H 2.72216 1.96098 2.99885 0.081
H 1.33697 2.91918 2.26542 0.037
H 1.75884 1.19013 1.75683 0.065
O -3.25080 -3.06217 2.24359 -0.287
S -3.86734 -1.97693 2.92084 0.627
O -4.90574 -1.18327 2.27061 -0.295
O -4.44920 -2.61636 4.31330 -0.258
C -5.31440 -1.79644 5.16100 -0.235
C -5.64905 -2.69514 6.36425 -0.066
C -2.51320 -0.92068 3.47792 -0.092
H -6.22640 -1.41083 4.70564 0.119
H -4.73072 -0.94067 5.51707 0.109
H -6.17728 -3.56293 5.95413 0.083
H -6.25148 -2.20924 7.10791 0.071
H -4.84983 -3.14001 6.91362 0.067
H -1.98473 -0.61829 2.56764 0.035
H -1.84464 -1.59304 4.01719 0.089
H -2.92703 -0.09260 4.02184 0.047
O -4.98153 3.48753 -5.38507 -0.297
S -5.05497 3.03625 -4.01563 0.638
O -5.87217 1.89765 -3.68424 -0.283
O -3.51647 2.83770 -3.45145 -0.243
C -2.57253 3.71283 -4.08511 -0.260
C -1.23602 3.49123 -3.37234 -0.070
C -5.76218 4.42755 -3.07961 -0.101
H -2.76099 4.77288 -4.00950 0.118
H -2.47849 3.46744 -5.15050 0.119
H -0.99164 2.43196 -3.26844 0.076
H -1.21030 3.87776 -2.37375 0.046
H -0.37847 3.95945 -3.88330 0.080
H -5.30275 5.36749 -3.38419 0.066
H -5.56495 4.25590 -2.01707 0.042
H -6.82665 4.47780 -3.33990 0.077
O 7.15605 -5.39353 1.02118 -0.294
S 8.02935 -4.44570 0.38326 0.643
O 9.08062 -4.88468 -0.54098 -0.308
O 7.13162 -3.38242 -0.51821 -0.274
C 5.73148 -3.77702 -0.75415 -0.250
C 5.36428 -2.87583 -1.90264 -0.071
C 8.76972 -3.43322 1.67641 -0.111
H 5.07335 -3.67572 0.11661 0.105
H 5.75174 -4.82626 -1.03898 0.098
H 5.43393 -1.77523 -1.66113 0.102
H 4.34848 -2.98395 -2.23444 0.026
H 6.04616 -3.04317 -2.75627 0.089
H 9.31152 -2.64329 1.15609 0.068
H 9.49414 -4.07619 2.19454 0.080
H 7.95374 -3.03686 2.25834 0.064
O -5.31433 -5.30773 -2.24536 -0.285
S -4.47213 -5.39454 -1.09001 0.621
O -3.86616 -6.67182 -0.67368 -0.320
O -3.17935 -4.49327 -1.44041 -0.267
C -2.06911 -4.53772 -0.48554 -0.224
C -0.96887 -3.86749 -1.28591 -0.051
C -5.27626 -4.56097 0.26058 -0.108
H -1.79468 -5.58471 -0.28158 0.105
H -2.33304 -4.00425 0.43061 0.093
H 0.01282 -3.98188 -0.82243 0.061
H -1.25259 -2.84067 -1.42498 0.052
H -1.04426 -4.33333 -2.27918 0.092
H -6.08628 -5.19588 0.55972 0.069
H -5.50489 -3.54094 -0.10330 0.092
H -4.54323 -4.53384 1.05809 0.037
O 1.98905 3.54414 0.03168 -0.301
S 1.50698 4.88019 -0.16293 0.644
O 0.50049 5.09307 -1.19990 -0.285
O 1.00418 5.42155 1.30008 -0.279
C -0.09285 6.34367 1.43643 -0.268
C 0.09901 6.88034 2.79407 -0.068
C 3.01593 5.90976 -0.35919 -0.075
H -1.06693 5.91397 1.23444 0.125
H 0.05555 7.09958 0.68370 0.115
H -0.67897 7.65653 2.99643 0.106
H 1.04828 7.43593 2.88898 0.096
H -0.00991 6.10870 3.54164 0.062
H 3.69683 5.51912 -1.13452 0.058
H 3.46685 5.97089 0.62617 0.071
H 2.71564 6.87293 -0.72092 0.059
O -2.30591 -0.63469 -0.09094 -0.256
S -1.01836 -0.03619 -0.06703 0.629
O -0.13356 -0.23850 1.07250 -0.300
O -0.23500 -0.54933 -1.38937 -0.254
C 1.15090 -0.87963 -1.33935 -0.260
C 1.99752 0.34592 -1.49049 -0.046
C -1.17281 1.71240 -0.42744 -0.082
H 1.28359 -1.54081 -2.20671 0.115
H 1.36006 -1.44729 -0.44065 0.098
H 2.02067 0.96167 -0.61497 0.051
H 1.58326 0.91812 -2.31519 0.070
H 2.97030 0.01042 -1.85166 0.086
H -1.61343 2.21450 0.41245 0.064
H -1.86449 1.70745 -1.25659 0.049
H -0.24445 2.09619 -0.84114 0.052
```

Frontier orbital gap in eV: 10.3
Strongest force on any atom in eV Å⁻¹: 3.41
HOMO in eV: -10.53
Multiplicity: 1
Relative energy (zero: lowest compared OMol25 entry of this formula, charge and spin) in kcal per mole: 63.4

***

Repeat the first record exactly.
The following is a DFT calculation (the ωB97M-V functional and the def2-TZVPD basis) of a molecular structure, C6H12N2.

```
20
Properties=species:S:1:pos:R:3:lowdin_charge:R:1
C -2.29438 -0.22670 -0.46624 -0.093
C -1.05809 1.31874 1.03046 -0.089
C 2.65985 0.71616 -1.21938 -0.187
N -1.09065 0.06248 0.29852 -0.228
C 0.02240 -1.09979 0.56656 -0.172
C 0.72344 -0.28647 -0.42193 -0.246
C 0.26651 -2.10339 1.37251 0.085
N 1.96995 0.04383 -0.13489 -0.010
H 0.36449 -0.27775 -1.46774 0.131
H -2.03916 -0.72909 -1.40383 0.076
H -2.96554 -0.88114 0.09864 0.078
H -2.86194 0.67069 -0.74209 0.082
H -0.06315 1.76771 0.98005 0.075
H -1.74643 2.06784 0.62151 0.083
H -1.32596 1.17496 2.08190 0.078
H 3.18459 1.62330 -0.88333 0.063
H 2.05877 1.07751 -2.06830 0.064
H 3.44469 0.10286 -1.67330 0.066
H 1.26466 -2.53158 1.41234 0.077
H -0.51403 -2.49014 2.01853 0.066
```

Frontier orbital gap in eV: 8.9
Strongest force on any atom in eV Å⁻¹: 5.47
HOMO in eV: -7.97
Multiplicity: 1
Relative energy (zero: lowest compared OMol25 entry of this formula, charge and spin) in kcal per mole: 94.3